Entry 1:
32
Properties=species:S:1:pos:R:3:nbo_charge:R:1 method="wB97M-V/def2-TZVPD" orbital_gap_ev=9.7 smiles="CCCc1nnc(NC(=O)CC(=O)OCC)s1" e_lumo_ha=0.018 energy_ev=-32061.7905
C 2.2587 -2.6150 2.8843 -0.613
C 1.9463 -3.0985 1.4743 -0.379
C 0.5122 -2.7555 1.0423 -0.454
C 0.3143 -1.2911 0.9325 0.076
N 0.6901 -0.5780 -0.0615 -0.258
N 0.4446 0.7198 0.0510 -0.341
C -0.1471 1.0422 1.1505 0.252
N -0.5197 2.2941 1.5325 -0.629
C -0.6312 3.4386 0.7675 0.713
O -0.9510 4.4731 1.2950 -0.562
C -0.3414 3.2814 -0.7016 -0.621
C -1.2424 2.2334 -1.3459 0.835
O -2.2281 1.7672 -0.8394 -0.619
O -0.8091 1.9544 -2.5673 -0.503
C -1.5399 0.9799 -3.3186 -0.073
C -1.2213 -0.4353 -2.8605 -0.638
S -0.4496 -0.3366 2.2055 0.312
H 2.2098 -1.5301 2.9430 0.206
H 3.2594 -2.9244 3.1752 0.217
H 1.5499 -3.0295 3.5984 0.200
H 2.0657 -4.1822 1.4268 0.205
H 2.6426 -2.6481 0.7653 0.212
H 0.3216 -3.1965 0.0620 0.241
H -0.1969 -3.1664 1.7624 0.215
H -0.8404 2.4002 2.4881 0.422
H -0.5150 4.2411 -1.1925 0.262
H 0.6934 2.9784 -0.8619 0.279
H -2.6113 1.1821 -3.2154 0.194
H -1.2282 1.1398 -4.3524 0.191
H -1.6782 -1.1500 -3.5390 0.213
H -1.6122 -0.5993 -1.8600 0.222
H -0.1457 -0.5894 -2.8406 0.224

=====

Entry 2:
13
Properties=species:S:1:pos:R:3:nbo_charge:R:1 method="wB97M-V/def2-TZVPD" orbital_gap_ev=10.5 e_lumo_ha=0.035 energy_ev=-7795.0065
C 0.2056 -1.3591 0.7629 -0.656
C 0.4122 -0.2966 -0.2987 0.191
C -0.7356 0.1142 -1.0406 -0.237
N -0.9686 1.7212 0.3703 -0.450
C 0.1616 1.9694 0.5827 0.177
O 1.3808 0.5361 -0.2073 -0.666
H 1.1415 -1.9042 0.8948 0.230
H -0.0368 -0.8319 1.6957 0.235
H -0.6053 -2.0683 0.5402 0.210
H 0.3437 -0.8271 -1.4041 0.265
H -0.6160 0.8423 -1.8401 0.236
H -1.6627 -0.4539 -1.0113 0.231
H 0.9797 2.5578 0.9555 0.235

=====

Entry 3:
14
Properties=species:S:1:pos:R:3:nbo_charge:R:1 method="wB97M-V/def2-TZVPD" orbital_gap_ev=10.4 smiles="C=N[C@H]1C[C@H]1C=O" e_lumo_ha=0.028 energy_ev=-8833.5785
C -1.6250 -0.4118 -0.6910 -0.054
N -1.5082 0.6922 -0.0867 -0.371
C -0.3212 0.9192 0.6916 -0.071
C 0.3974 -0.1897 1.4292 -0.420
C 0.9867 0.3658 0.1683 -0.356
C 0.9739 -0.3265 -1.1722 0.425
O 0.6447 0.2455 -2.1839 -0.501
H -0.9114 -1.2446 -0.6101 0.129
H -2.4279 -0.5864 -1.4024 0.187
H -0.3041 1.9106 1.1359 0.214
H -0.0702 -1.1720 1.4181 0.219
H 0.8946 0.0507 2.3680 0.230
H 1.8661 0.9973 0.2659 0.250
H 1.2764 -1.3946 -1.2050 0.119

=====

Entry 4:
14
Properties=species:S:1:pos:R:3:nbo_charge:R:1 method="wB97M-V/def2-TZVPD" orbital_gap_ev="8.3 / 6.9" e_lumo_ha="0.002 / -0.003" energy_ev=-7254.1326
C -0.3086 1.3483 0.4834 -0.435
N -0.4344 0.1095 -0.2543 -0.338
C -1.4515 -0.8387 0.1845 -0.404
C 0.6111 -0.2855 -0.9577 -0.021
C 2.0410 -0.2110 -0.4125 -0.112
N 2.4771 0.4208 0.5496 -0.352
H -1.1979 1.5055 1.0970 0.205
H -0.1983 2.1778 -0.2184 0.215
H 0.6252 1.3010 1.0856 0.248
H -1.2531 -1.0893 1.2357 0.203
H -1.3731 -1.7551 -0.4038 0.213
H -2.4564 -0.4206 0.0979 0.204
H 0.4356 -1.1525 -1.5963 0.179
H 2.4832 -1.1101 -0.8907 0.195

=====

Entry 5:
68
Properties=species:S:1:pos:R:3:mulliken_charge:R:1 method="wB97M-V/def2-TZVPD" orbital_gap_ev=7.1 e_lumo_ha=-0.002 energy_ev=-209383.6087
Cs 0.3756 -0.5101 -2.5512 1.213
O -2.3687 0.8810 -2.6847 -0.493
S -3.0741 0.2853 -1.5585 0.690
O -4.4543 -0.0848 -1.7635 -0.759
N -2.1338 -0.8630 -1.0384 -0.046
C -2.4837 -1.7296 -0.0382 -0.555
C -3.5980 -1.6530 0.7824 -0.602
C -3.8218 -2.5786 1.8165 -1.053
C -2.9613 -3.6116 2.0589 -1.013
C -1.8187 -3.7525 1.2377 1.673
C -0.9036 -4.8177 1.3991 -0.734
C 0.1781 -4.9223 0.5737 -0.690
C 0.3542 -3.9346 -0.4152 -0.431
N -0.4629 -2.9276 -0.5949 -0.079
C -1.5638 -2.8203 0.2017 0.375
C -3.0969 1.5634 -0.3100 0.242
C -1.8981 2.1351 0.0944 -0.381
C -1.9026 3.1369 1.0512 -1.016
C -3.1049 3.5686 1.6005 -0.608
C -4.2999 2.9952 1.1913 -0.589
C -4.2989 1.9882 0.2338 -0.156
H -4.3261 -0.8734 0.6123 0.406
H -4.7091 -2.4640 2.4274 0.398
H -3.1433 -4.3294 2.8485 0.398
H -1.0829 -5.5483 2.1796 0.410
H 0.8885 -5.7330 0.6646 0.382
H 1.2125 -3.9897 -1.0814 0.446
H -0.9600 1.7942 -0.3261 0.674
H -0.9635 3.5740 1.3699 0.494
H -3.1083 4.3514 2.3486 0.407
H -5.2367 3.3311 1.6172 0.396
H -5.2191 1.5314 -0.1057 0.580
Br 3.8892 -2.0600 -1.8023 -0.115
C 4.8801 -0.7756 -2.8578 -0.531
Br 3.7706 0.6470 -3.5151 -0.056
H 5.3061 -1.3074 -3.6977 0.379
H 5.6448 -0.3551 -2.2177 0.315
C 1.6032 -1.8905 2.2272 -0.610
N 1.3551 -0.4962 1.8753 0.261
C -0.0494 -0.1049 1.8593 -1.444
C 2.2704 0.2555 1.2267 -0.193
S 1.8250 1.4659 0.1393 0.007
N 3.5785 -0.0153 1.4989 0.315
C 4.6281 0.5748 0.6896 -0.865
C 4.0055 -0.3872 2.8421 -1.242
H 0.7661 -2.4891 1.8699 -0.072
H 1.6949 -2.0364 3.3061 0.246
H 2.5106 -2.2439 1.7418 0.388
H -0.5735 -0.6869 2.6172 0.383
H -0.5111 -0.2910 0.8877 0.422
H -0.1446 0.9536 2.0872 0.549
H 4.3035 0.6407 -0.3444 0.062
H 5.5140 -0.0587 0.7636 0.364
H 4.8788 1.5838 1.0316 0.357
H 3.1698 -0.3286 3.5334 0.425
H 4.7704 0.3179 3.1740 0.409
H 4.4274 -1.3941 2.8773 0.305
I 0.0697 1.4327 -6.1197 0.113
C 0.1586 2.5793 -4.3665 -0.334
C -0.9926 3.2045 -3.9156 -0.190
C -0.9008 3.9293 -2.7396 -0.196
C 0.3201 4.0047 -2.0845 -0.467
C 1.4033 3.3335 -2.6250 -0.404
N 1.3277 2.6180 -3.7512 -0.199
H -1.9296 3.0873 -4.4374 0.324
H -1.7795 4.4071 -2.3267 0.376
H 0.4268 4.5489 -1.1561 0.386
H 2.3685 3.3437 -2.1326 0.552

=====

Entry 6:
7
Properties=species:S:1:pos:R:3:nbo_charge:R:1 method="wB97M-V/def2-TZVPD" orbital_gap_ev=8.0 e_lumo_ha=-0.032 energy_ev=-23388.7811
O 1.3437 0.2506 0.1691 -1.026
F -2.7438 0.2052 -0.2630 -0.592
P 0.0195 -0.4886 -0.3858 0.690
P -1.3753 1.1504 -0.3034 0.635
H 2.0430 -0.2764 0.5851 0.516
H -0.6077 -0.6318 1.6935 -0.152
H -1.7177 1.2421 -1.7810 -0.071

=====

Entry 7:
102
Properties=species:S:1:pos:R:3:mulliken_charge:R:1 method="wB97M-V/def2-TZVPD" orbital_gap_ev=5.2 e_lumo_ha=-0.236 charge=+4 energy_ev=-48289.2799
F 18.2189 27.6237 -24.1696 -0.993
C 13.2741 25.6314 -13.0303 -1.155
C 13.0939 25.8333 -14.4783 -0.391
N 14.0624 25.0172 -15.2595 0.174
C 13.8726 23.7697 -15.8466 -0.391
C 15.0566 23.3985 -16.4450 -0.346
N 15.9266 24.5106 -16.4306 0.124
C 15.3032 25.4342 -15.6458 -0.079
C 17.2855 24.6633 -16.9862 -0.804
H 12.7202 26.2731 -12.3451 0.369
H 14.2905 25.6769 -12.6394 0.349
H 12.9977 24.6088 -12.7734 0.342
H 13.4291 26.8638 -14.5955 0.233
H 12.0696 25.7213 -14.8339 0.374
H 12.9384 23.2447 -15.7123 0.439
H 15.4952 22.5805 -16.9972 0.435
H 15.7065 26.3884 -15.3406 0.347
H 17.8609 23.7431 -16.8853 0.361
H 17.7637 25.4010 -16.3418 0.299
H 17.1902 24.9382 -18.0367 0.319
C 24.1779 30.2246 -20.5850 -1.021
C 23.5728 29.2501 -19.5345 -0.554
N 24.1398 29.3046 -18.1823 0.196
C 25.2958 28.7513 -17.6977 -0.223
C 25.3944 28.9724 -16.2922 -0.394
N 24.2980 29.7354 -15.9227 0.149
C 23.5303 29.9001 -17.0425 -0.236
C 23.9858 30.4370 -14.6911 -0.740
H 23.5627 30.2608 -21.4841 0.350
H 25.2028 29.9599 -20.8453 0.336
H 24.0810 31.2402 -20.2011 0.327
H 23.6726 28.2046 -19.8264 0.366
H 22.5132 29.4807 -19.4243 0.332
H 26.0139 28.1930 -18.2799 0.425
H 26.1975 28.7836 -15.5952 0.423
H 22.6623 30.5371 -17.1271 0.319
H 23.4611 29.7351 -14.0430 0.351
H 23.2855 31.2510 -14.8785 0.266
H 24.8935 30.7016 -14.1486 0.325
C 16.1289 29.1215 -31.1760 -0.819
N 16.9112 27.9407 -31.8560 -0.041
C 16.4621 26.6290 -31.1683 -0.997
C 16.4378 27.9645 -33.3213 -0.906
C 18.4318 28.1039 -31.8004 -0.422
C 19.0568 27.9010 -30.3824 -0.613
O 18.7263 29.0291 -29.4952 -0.527
H 15.0650 29.1107 -31.4128 0.358
H 16.5858 29.9928 -31.6452 0.445
H 16.2879 29.1588 -30.0983 0.303
H 17.1740 25.8700 -31.4925 0.399
H 15.4614 26.3769 -31.5194 0.367
H 16.6312 26.7297 -30.0962 0.422
H 15.3648 28.1201 -33.4328 0.370
H 16.9141 27.2331 -33.9742 0.378
H 16.7075 28.9727 -33.6359 0.437
H 18.8554 29.0582 -32.1132 0.347
H 18.7677 27.2771 -32.4262 0.403
H 20.1302 27.7395 -30.4815 0.387
H 18.6515 26.9584 -30.0146 0.358
H 18.3240 28.7177 -28.6811 0.350
C 16.0605 35.7795 -21.8189 -0.908
N 16.2282 34.8875 -23.0894 -0.221
C 15.1158 35.4369 -24.1364 -0.780
C 17.6630 34.9326 -23.5862 -0.834
C 15.7832 33.4381 -22.7423 -0.478
C 16.4078 32.9075 -21.4531 -0.497
O 16.3112 31.4998 -21.3974 -0.536
H 16.2495 36.7882 -22.1861 0.416
H 16.8110 35.4988 -21.0799 0.387
H 15.0581 35.6090 -21.4264 0.392
H 14.1844 35.5418 -23.5800 0.381
H 15.0358 34.7263 -24.9590 0.355
H 15.5198 36.3507 -24.5720 0.370
H 18.4141 34.5436 -22.8987 0.318
H 17.8167 35.8975 -24.0695 0.371
H 17.6369 34.1472 -24.3416 0.416
H 15.9250 32.8479 -23.6477 0.546
H 14.7118 33.5704 -22.5918 0.286
H 15.9455 33.3415 -20.5666 0.387
H 17.4840 33.0543 -21.3615 0.285
H 16.6596 31.0981 -22.1967 0.340
C 18.4130 16.7850 -25.4881 -0.849
N 18.9148 18.2455 -25.5228 -0.259
C 20.3742 18.1753 -24.9389 -0.861
C 19.0170 18.6263 -27.0132 -0.883
C 17.9132 19.0669 -24.7072 -0.435
C 18.3932 20.5051 -24.4799 -0.592
O 18.4374 21.2991 -25.6368 -0.508
H 18.9606 16.2573 -26.2690 0.376
H 17.3545 16.7294 -25.7425 0.368
H 18.6815 16.4082 -24.5012 0.443
H 20.4128 17.5916 -24.0192 0.365
H 20.8916 19.1243 -24.7979 0.362
H 20.9001 17.6832 -25.7571 0.408
H 17.9762 18.7709 -27.3026 0.360
H 19.6805 17.8900 -27.4668 0.445
H 19.4833 19.6110 -27.0469 0.383
H 18.0073 18.5574 -23.7482 0.366
H 16.9033 18.8784 -25.0714 0.412
H 19.3897 20.5061 -24.0383 0.302
H 17.8041 20.9817 -23.6964 0.460
H 18.4950 22.2144 -25.3532 0.338

=====

Entry 8:
12
Properties=species:S:1:pos:R:3:nbo_charge:R:1 method="wB97M-V/def2-TZVPD" orbital_gap_ev="8.3 / 8.3" smiles=c1ccccc1 e_lumo_ha="-0.002 / -0.002" energy_ev=-6313.7324
C 0.1763 -0.3704 1.1949 -0.019
C -0.5705 -1.3521 0.3938 -0.266
C -0.1037 -1.0411 -0.8926 -0.237
C 0.5717 0.2958 -1.0096 -0.211
C 0.3573 1.3335 -0.0118 -0.211
C -0.2491 0.9694 1.2287 -0.346
H 1.2546 -0.4136 1.2125 0.189
H -1.4532 -1.8815 0.5868 0.228
H -0.1876 -1.6501 -1.7714 0.217
H 0.7891 0.5148 -2.0842 0.219
H 0.6855 2.4304 -0.3752 0.212
H -1.2705 1.1649 1.5281 0.224